{
  "formula": "C18H30NO5P2Pd",
  "method": "the ωB97M-V functional and the def2-TZVPD basis",
  "symbols": ["C", "C", "N", "C", "C", "C", "C", "P", "Pd", "P", "C", "O", "O", "H", "H", "H", "C", "C", "H", "H", "H", "H", "C", "C", "H", "H", "H", "H", "H", "H", "H", "H", "H", "H", "H", "H", "H", "H", "H", "H", "H", "H", "O", "C", "C", "C", "C", "C", "C", "C", "O", "O", "H", "H", "H", "H", "H"],
  "coordinates": [[0.682, -2.627, -3.481], [0.754, -2.107, -2.140], [-0.318, -1.313, -1.692], [-1.365, -1.060, -2.531], [-1.459, -1.651, -3.781], [-0.440, -2.463, -4.281], [1.759, -2.471, -1.250], [1.625, -2.153, 0.485], [-0.156, -0.358, 0.262], [-2.229, 1.329, -1.169], [-2.555, -0.192, -2.123], [4.951, -0.420, -3.025], [2.491, 4.134, -0.154], [1.520, -3.239, -3.830], [-2.390, -1.503, -4.329], [-0.561, -2.958, -5.253], [1.428, -3.770, 1.313], [3.145, -1.365, 1.080], [-3.113, 0.137, -3.017], [-3.232, -0.786, -1.493], [5.922, -0.368, -3.058], [2.654, -2.987, -1.712], [-3.093, 1.478, 0.397], [-2.372, 2.825, -2.165], [-0.346, 0.160, -1.210], [1.768, 3.929, 0.450], [2.234, 3.537, -0.867], [4.703, 0.502, -3.034], [0.431, -1.659, 1.339], [-0.605, 1.152, -0.997], [2.372, -4.318, 1.479], [0.941, -3.532, 2.270], [0.700, -4.320, 0.696], [3.746, -2.047, 1.702], [3.767, -1.003, 0.243], [2.897, -0.474, 1.694], [-3.379, 3.201, -2.393], [-1.867, 3.650, -1.643], [-1.879, 2.692, -3.136], [-3.949, 2.162, 0.395], [-3.465, 0.504, 0.723], [-2.374, 1.824, 1.145], [-1.699, 1.347, 4.012], [-0.702, 2.108, 4.489], [-0.953, 2.882, 5.637], [0.059, 3.620, 6.236], [1.321, 3.602, 5.660], [1.576, 2.864, 4.507], [0.602, 2.093, 3.903], [1.023, 1.220, 2.697], [2.207, 1.056, 2.366], [-0.047, 0.689, 2.144], [-1.322, 0.910, 3.198], [-1.932, 2.902, 6.082], [-0.127, 4.228, 7.133], [2.146, 4.154, 6.102], [2.562, 2.835, 4.061]],
  "total_charge": 1,
  "spin_multiplicity": 5,
  "de_lowest_ev": 0.738
}